A structure of composition C7H15Cl4FNO3V at a distorted geometry, computed with ωB97M-V/def2-TZVPD.

For the total energy, the calculation gives -3440.40805 a.u. The total charge is +1. The calculation puts the HOMO-LUMO gap (spin up / spin down) at 0.2220 / 0.1331 Eh. As for the HOMO energy (spin up / spin down): -12.6 / -12.6 eV. As for the spin multiplicity: 2.

Geometry (Å):
O1 26.747014 -9.380677 16.624459
V1 25.687103 -9.559919 17.870067
O2 26.362916 -8.748604 19.086546
F1 26.531755 -11.533406 18.617333
C1 24.663632 -14.519398 16.477976
C2 23.730850 -14.177525 17.558552
O3 22.671806 -14.849499 17.748627
N1 24.281156 -13.454788 18.481159
C3 23.597691 -12.943427 19.675922
H1 24.215031 -14.264705 15.517771
H2 24.786902 -15.600511 16.541963
H3 25.641992 -14.046874 16.565296
H4 25.032534 -12.808293 18.287285
H5 24.226659 -12.935294 20.566103
H6 22.782755 -13.567367 20.042914
H7 23.349037 -11.892043 19.531506
Cl1 28.562640 -12.724147 22.514013
C4 27.861816 -11.494200 21.431178
C5 28.137294 -10.016795 21.807668
Cl2 27.603299 -9.595779 23.436675
H8 26.784556 -11.635847 21.344245
H9 28.387570 -11.810286 20.530201
H10 27.634992 -9.388167 21.072395
H11 29.220744 -9.951257 21.707903
Cl3 28.009522 -16.587900 19.923470
C6 27.703436 -14.932016 19.374031
C7 28.657948 -14.363249 18.319329
Cl4 30.233236 -14.120140 19.125529
H12 27.706157 -14.417871 20.335146
H13 26.673133 -14.872138 19.023357
H14 28.409532 -13.398950 17.876044
H15 28.800344 -15.031925 17.470384

Forces on the atoms, in the same order (eV/Å):
-3.618 -0.326 3.317
7.600 -0.348 0.587
-2.125 -1.411 -2.830
-2.458 2.020 -1.359
-0.263 -0.826 -1.984
2.029 -0.353 1.519
-0.461 0.251 -0.403
-1.668 1.680 1.883
-0.148 -0.203 1.264
0.075 -0.219 -0.150
0.106 -0.091 -0.294
-0.281 0.169 0.353
1.316 -0.206 -0.596
0.771 -0.149 -0.438
-0.386 0.170 -0.754
-0.526 -0.208 -0.149
-0.207 0.117 0.673
-0.109 0.262 -0.002
0.694 -1.684 -0.691
-0.033 0.004 -0.100
0.115 -0.342 0.028
-0.473 0.844 -0.442
0.121 0.039 0.180
-0.054 0.712 0.355
0.169 -0.358 -0.533
-0.611 0.693 0.115
0.502 -0.441 0.541
0.202 0.035 -0.238
0.327 0.652 -0.412
-0.086 -0.236 -0.231
-0.566 0.056 0.533
0.044 -0.301 0.256


A structure of composition C22H54FO12P3Si2 at a distorted geometry, computed with ωB97M-V/def2-TZVPD.

For the total energy, the calculation gives -3476.20190 a.u. The relative energy (zero: lowest compared OMol25 entry of this formula, charge and spin) comes out at 886.1 kJ/mol. The calculation puts the HOMO-LUMO gap at 0.2423 Eh. As for the HOMO energy: -8.5 eV.

Geometry (Å):
C1 -2.657405 -0.748212 8.051098
C2 -3.924731 -0.740558 6.961890
O1 -4.605930 0.419400 6.752563
O2 -4.382485 -1.943114 6.243712
C3 -4.936828 -1.591059 4.906329
C4 -5.073954 -2.996006 4.060528
C5 -4.109532 -3.095391 2.737706
C6 -2.755065 -4.034911 2.969638
C7 -1.599611 -3.764044 1.839055
Si1 -0.427044 -2.281200 2.202318
C8 -1.177460 -0.902856 3.322558
C9 -0.485305 -0.931984 4.844694
F1 -0.199908 0.439064 5.355675
O3 0.139564 -1.692213 0.618250
Si2 1.285319 -0.371801 0.803029
P1 0.411633 1.460443 -0.047349
C10 -1.485211 1.545509 0.238742
O4 0.578911 1.265014 -1.804998
H1 -2.090867 0.290888 7.896447
H2 -3.043726 -0.904284 9.147377
H3 -1.857486 -1.581643 7.756645
H4 -4.312636 -0.758085 4.366224
H5 -6.027815 -1.139676 5.077093
H6 -6.192297 -3.046496 3.673481
H7 -4.812041 -3.878248 4.809460
H8 -3.815249 -2.069735 2.257022
H9 -4.741788 -3.674649 1.907531
H10 -2.379867 -3.999669 4.082436
H11 -3.131401 -5.154573 2.796075
H12 -0.920645 -4.738958 1.759620
H13 -2.044116 -3.597081 0.747893
H14 0.753780 -2.804473 2.928932
H15 -2.330343 -1.086282 3.513987
H16 -1.110408 0.184474 2.834355
H17 -1.215533 -1.424934 5.649821
H18 0.454235 -1.628907 4.793961
H19 2.538641 -0.661093 0.075376
H20 1.646168 -0.120180 2.198324
H21 -1.904595 2.327727 -0.545881
H22 -2.050628 0.532964 0.043622
H23 -1.736188 1.952951 1.314580
H24 -0.306818 1.621584 -2.154466
O5 -1.324601 -3.779102 -4.706360
P2 0.010261 -4.562739 -4.670463
O6 -0.558685 -5.760963 -3.675740
C11 -1.331934 -6.797496 -4.247863
C12 -0.468510 -7.751119 -5.039427
O7 0.647161 -3.607964 -3.456869
C13 0.282854 -2.232300 -3.385807
C14 -0.838897 -2.019761 -2.381412
O8 1.501775 -5.438339 -4.630354
C15 2.667140 -4.773831 -5.091447
C16 3.393571 -4.052664 -3.965139
H25 -2.126196 -6.370500 -4.873914
H26 -1.813211 -7.332599 -3.423920
H27 -0.054823 -7.262882 -5.925788
H28 -1.050247 -8.621061 -5.369787
H29 0.378296 -8.102266 -4.439770
H30 0.019964 -1.846801 -4.375213
H31 1.163388 -1.668565 -3.059243
H32 -1.661881 -2.728630 -2.521374
H33 -1.238994 -1.004902 -2.459454
H34 -0.470379 -2.170268 -1.363184
H35 2.423637 -4.088678 -5.910508
H36 3.330994 -5.550320 -5.494368
H37 3.020650 -3.028525 -3.859146
H38 4.464489 -3.970930 -4.173084
H39 3.253399 -4.557772 -3.003292
O9 2.902984 8.677143 -1.976811
P3 2.355593 7.364232 -1.365370
O10 3.005970 7.628650 0.136629
C17 2.328647 8.504054 1.016708
C18 1.083612 7.859497 1.578760
O11 3.624409 6.450633 -1.953150
C19 4.230452 6.810849 -3.191366
C20 5.487861 7.634141 -2.960237
O12 1.743961 5.897244 -0.682174
C21 1.260981 4.906911 -1.575607
C22 2.351551 3.925163 -1.979567
H40 2.089431 9.442958 0.500613
H41 3.020504 8.741827 1.830121
H42 0.335635 7.702366 0.797103
H43 0.635682 8.490072 2.357278
H44 1.311056 6.878321 2.009502
H45 3.517730 7.331471 -3.837606
H46 4.501952 5.886891 -3.713259
H47 5.324991 8.450780 -2.248928
H48 5.847535 8.060796 -3.900826
H49 6.278853 7.008721 -2.537829
H50 0.797823 5.370140 -2.453385
H51 0.477210 4.356568 -1.038201
H52 2.875720 4.277548 -2.874126
H53 1.930390 2.948025 -2.233756
H54 3.096909 3.798276 -1.186931

Forces on the atoms, in the same order (eV/Å):
0.277 -0.335 -1.414
-3.883 4.842 -1.010
4.555 -7.296 1.193
2.037 3.498 0.680
-1.766 0.007 -0.491
0.149 0.604 -0.114
-0.008 -1.178 -0.525
-1.050 -0.798 -0.673
-0.251 -0.928 -0.415
-0.259 -0.134 -1.886
-1.081 1.369 1.580
-0.804 -0.344 -0.051
-0.300 -2.870 -1.186
0.829 0.852 3.377
-1.538 -2.215 -1.156
-0.545 1.777 -1.264
-1.168 -0.283 -0.407
-2.641 0.444 1.328
-1.637 -2.259 0.483
0.690 0.382 -2.322
-2.021 1.616 0.784
-0.990 -1.734 1.172
2.484 -0.934 -0.350
2.360 -0.125 1.042
-0.793 1.794 -1.677
-0.656 -1.741 1.136
1.422 1.363 1.693
-0.514 0.222 -2.176
0.847 2.380 0.563
-1.368 2.088 0.125
0.626 -0.447 2.364
0.078 0.100 0.019
2.338 0.379 -0.596
0.054 -2.329 1.228
1.475 1.238 -1.933
-1.309 1.972 0.377
-0.105 0.024 -0.067
-0.164 0.062 0.351
0.887 -1.462 1.663
1.093 1.902 0.474
0.644 -0.819 -2.162
1.948 -0.858 0.483
1.665 -0.986 -4.349
-1.192 -0.004 9.676
0.155 -0.198 -0.907
-0.313 -0.270 0.001
0.110 -0.417 -0.217
0.778 0.091 -1.480
-0.298 0.457 0.227
-0.110 -0.214 0.230
-1.966 1.097 -2.780
1.111 -0.012 -0.203
0.027 0.656 0.142
0.009 -0.062 0.073
0.070 0.173 0.001
-0.025 -0.064 -0.023
0.084 0.177 0.037
-0.193 0.070 -0.056
-0.100 -0.099 0.157
0.056 -0.195 0.013
0.129 0.129 -0.273
0.066 -0.037 0.011
-0.033 0.103 -0.266
0.164 -0.045 0.044
-0.280 0.100 -0.052
0.046 -0.258 0.132
-0.088 -0.195 -0.070
0.013 -0.014 -0.276
-4.690 -0.498 -0.630
9.049 -1.410 3.254
-0.931 0.089 -0.140
-0.011 0.297 0.293
-0.360 -0.063 0.317
-1.413 -0.349 -0.719
0.369 0.198 -0.206
0.159 0.087 0.160
-1.707 2.734 -1.713
-0.368 -1.072 -0.250
0.326 -0.084 -0.649
0.045 -0.028 0.079
0.040 -0.067 -0.174
-0.038 0.027 0.053
0.072 -0.085 -0.163
0.018 0.200 -0.065
0.165 0.075 0.158
-0.093 -0.079 0.200
-0.184 -0.111 -0.230
-0.014 -0.063 0.061
-0.058 -0.012 -0.088
-0.012 -0.139 0.017
0.060 0.244 -0.030
0.040 -0.016 0.271
-0.030 0.241 0.215
-0.263 0.071 -0.055